(1)
7
Properties=species:S:1:pos:R:3:forces:R:3 method="wB97M-V/def2-TZVPD" charge=-1 multiplicity=1 lumo_energy_ev=3.4 total_energy_ev=-101250.3387 homo_ev=-4.09 e_above_lowest_kcal_mol=4.92
C -0.798836 0.211160 0.433185 1.244 0.093 -0.775
O 1.266690 0.259745 -1.965803 -0.061 0.154 0.143
Br -0.059449 1.784641 1.430938 -0.176 0.321 0.317
O 1.481166 -1.740042 -0.592894 0.043 0.202 0.157
Cl -1.472435 -0.929179 1.623895 -0.204 -0.180 0.138
F -1.836667 0.698851 -0.302978 -0.047 -0.127 0.084
S 1.419530 -0.285177 -0.626344 -0.799 -0.463 -0.065

***

(2)
11
Properties=species:S:1:pos:R:3:forces:R:3 method="wB97M-V/def2-TZVPD" charge=0 smiles=Nc1ncc(O)o1 multiplicity=1 lumo_energy_ev=0.6 total_energy_ev=-10249.3201 homo_ev=-7.93 e_above_lowest_kcal_mol=67.91
H 2.354228 1.754555 1.232337 -1.457 -0.370 -2.192
O 0.341551 0.550234 -0.849167 -0.546 0.193 -1.494
H 0.307281 -0.136146 2.300358 1.251 0.470 0.596
O 1.886337 1.689073 0.326025 1.043 0.896 1.712
C -0.557768 -0.455666 -0.619226 1.909 1.829 2.991
C 0.439572 -0.059990 1.243242 -1.425 0.330 1.739
N -1.249281 -1.117226 -1.542003 -4.305 0.458 -3.353
N -0.525301 -0.759919 0.631307 -2.347 -2.702 -1.243
H -2.056709 -0.552744 -2.145501 3.039 -1.471 2.058
H -1.789625 -1.743343 -0.936281 0.097 -0.240 -0.646
C 0.849713 0.831173 0.358909 2.741 0.605 -0.168

***

(3)
20
Properties=species:S:1:pos:R:3:forces:R:3 method="wB97M-V/def2-TZVPD" charge=0 multiplicity=1 lumo_energy_ev="0.1 / 0.1" total_energy_ev=-11876.0671 homo_ev="-7.87 / -7.87" e_above_lowest_kcal_mol=131.53
N 1.843823 1.250255 -1.040132 0.442 0.275 -0.289
N -0.818523 2.410617 0.646518 -0.167 -0.169 -0.163
H 2.166446 -2.163928 1.176852 -0.037 -0.032 -0.068
H -2.098925 -0.520583 -1.932746 -0.036 0.106 0.183
C -1.285748 0.016134 -0.054769 -1.566 1.327 -0.441
H -0.353056 -0.809588 -1.825816 0.057 -0.003 0.088
O -2.148021 0.076419 0.784782 1.163 -0.194 -0.610
H 1.279219 0.119929 1.701876 0.168 -0.126 0.046
H -0.007740 -0.992070 1.515368 -0.305 0.091 -0.306
H -1.497212 -1.880001 -0.977445 0.020 0.011 -0.022
H -0.733091 1.846521 -1.291274 -0.343 -0.050 0.071
H 1.229807 -2.207597 -0.320650 0.024 -0.031 0.021
H -1.673760 2.095006 1.114875 0.081 -0.027 -0.204
N -0.547277 1.431943 -0.372474 0.963 -0.475 0.901
C 0.791575 -0.508907 0.951688 0.780 1.031 -0.488
H -0.086508 2.332067 1.347458 0.159 -0.084 -0.178
H 2.571650 -1.075095 -0.151407 -0.068 0.082 0.003
C 1.743274 -1.544329 0.380537 -0.006 0.037 0.092
C 0.913999 0.977233 -0.377369 -1.794 -1.474 1.137
C -1.289934 -0.854026 -1.275871 0.465 -0.295 0.226